[1]
C18H17Br4N4O9P2RuS as an isolated structure. Source: OMol25; level of theory: ωB97M-V/def2-TZVPD.

```
56
Properties=species:S:1:pos:R:3:lowdin_charge:R:1
Ru 0.7147 0.0093 -0.0450 1.2642
C -1.8645 3.8403 2.7796 -0.0348
N -2.3816 3.0925 1.6456 -0.1259
C -3.6383 3.2483 1.0961 -0.0277
C -3.7145 2.4006 0.0576 -0.0191
N -2.5038 1.7179 -0.0269 0.0347
C -1.6800 2.1635 0.9625 -0.6021
S -0.0572 1.8409 1.3893 0.7842
C -2.3585 0.6736 -0.9955 -0.2365
C -3.3654 -0.2288 -1.1735 -0.0492
C -3.3908 -1.0719 -2.2854 -0.0794
C -2.3548 -0.9222 -3.2445 -0.0777
C -1.3516 -0.0414 -3.0467 -0.0579
N -1.3078 0.7792 -1.9114 -0.0137
H -2.6596 4.4872 3.1402 0.0927
H -1.0086 4.4388 2.4730 0.0914
H -1.5560 3.1561 3.5675 0.0889
H -4.3467 3.9544 1.4884 0.1251
H -4.4968 2.2143 -0.6533 0.1311
H -4.1474 -0.2715 -0.4270 0.1277
H -4.1714 -1.8062 -2.4053 0.0962
H -2.3348 -1.5251 -4.1414 0.1069
H -0.5007 0.0661 -3.7025 0.1270
C 0.5963 -4.2963 1.4626 -0.0561
C -0.1047 -3.0457 1.9700 -0.5996
O -0.9621 -3.4314 3.0438 -0.0405
P 1.0857 -1.8178 2.5982 0.4754
O 0.2934 -0.8069 3.5185 -0.1249
O 1.9647 -2.6337 3.6263 -0.0704
O 1.8624 -1.1674 1.4995 -0.3366
P -1.0580 -2.1826 0.6447 0.2974
O -2.3444 -3.0928 0.3991 -0.0982
O -1.4610 -0.8810 1.2761 -0.3553
O -0.1935 -2.0409 -0.5863 -0.3384
H 1.1495 -4.7781 2.2677 0.0851
H 1.2761 -4.0539 0.6466 0.0904
H -0.1559 -4.9995 1.1016 0.0884
H -1.4947 -2.6661 3.2981 0.0917
H -0.1884 -0.1460 2.9785 0.0103
H 2.6855 -2.1216 4.0171 0.1070
H -2.2148 -3.7508 -0.2949 0.0921
Br 6.5130 0.1625 -4.1646 0.7355
C 5.2686 0.5114 -2.7997 -0.7391
C 5.5452 1.5463 -1.8365 -0.7389
Br 7.1482 2.5193 -1.9639 0.7359
C 4.6571 1.8258 -0.8379 -0.6526
Br 4.9315 3.1527 0.4589 0.7966
C 3.4287 1.1005 -0.7348 -0.3981
O 2.5645 1.3177 0.1514 -0.1603
C 3.1599 0.0413 -1.6998 -0.3870
O 2.0881 -0.6157 -1.5790 -0.1327
C 4.1142 -0.2158 -2.7295 -0.6543
Br 3.6662 -1.5788 -3.9393 0.7953
N 0.6255 2.1463 -2.0621 0.1381
C -0.0063 1.2256 -1.4815 -0.4715
H 0.0354 2.5576 -2.7905 0.0694
```

* energy relative to the best compared isomer or geometry (same formula, charge and spin): 18.9 kcal per mole
* net charge: 0
* spin multiplicity: 6


[2]
One molecule with the formula C18H17ClN4O4 in a non-equilibrium geometry. Source: OMol25; level of theory: ωB97M-V/def2-TZVPD.

```
44
Properties=species:S:1:pos:R:3:lowdin_charge:R:1
C 5.7957 -3.0888 -1.7517 -0.2103
O 6.1714 -3.4718 -0.6267 -0.1208
C 5.3618 -3.4051 0.4903 -0.2570
C 4.3390 -4.2791 0.3909 -0.1986
O 3.2841 -3.9602 -0.6876 -0.0533
C 2.4850 -2.9719 -0.3769 -0.3398
C 2.3582 -2.3023 0.9337 -0.0621
N 1.3983 -1.4502 1.1793 0.0284
N 0.8289 -0.7719 0.3652 0.0135
C -0.0458 0.2376 0.8384 -0.3623
C -1.3410 0.2686 0.1118 0.1934
C -1.8516 1.6693 0.5652 -0.2675
O -3.1996 1.7537 0.1725 -0.0175
C -3.7527 3.2086 0.1841 -0.0645
C -3.2318 4.3879 0.5529 -0.1372
C -3.8407 5.5286 0.9798 0.0235
C -5.3857 5.3851 0.8328 -0.1171
C -6.1556 6.6104 1.2682 -0.0359
C -5.8972 4.0343 0.9323 -0.1039
C -5.2187 3.0012 0.6710 -0.0065
N -1.4373 2.2724 1.5854 0.1522
C -0.2970 2.0701 1.9129 -0.1544
N 0.4949 0.8839 1.7081 0.1837
C 0.6328 -1.4906 -1.2227 -0.3717
O 0.0731 -0.9014 -2.0578 0.1110
C 1.6116 -2.4235 -1.2481 -0.3651
Cl 1.6504 -3.2757 -2.9552 0.5943
H 4.9457 -3.5482 -2.1861 0.0812
H 5.6310 -2.0932 -1.6787 0.0645
H 6.8195 -3.1319 -2.3507 0.1581
H 4.8813 -2.4707 0.7040 0.1273
H 5.8662 -3.9869 1.4345 0.2103
H 3.8048 -4.6999 1.3948 0.1642
H 4.6115 -5.5231 0.0877 0.2176
H 2.8497 -2.8408 1.9292 0.1623
H -1.8469 -0.1867 -0.7077 0.0979
H -2.2404 4.2219 0.5723 0.0620
H -3.3600 6.5480 0.8155 0.1266
H -6.9978 6.6037 0.9077 -0.0170
H -5.5422 7.5088 0.9914 0.1131
H -6.3940 6.6424 2.2222 0.0438
H -6.8891 4.1457 0.9081 0.0789
H -5.6869 2.0562 0.3765 0.1235
H 0.2229 2.5648 2.7658 0.1309
```

* energy relative to the best compared isomer or geometry (same formula, charge and spin): 417.4 kcal per mole
* SMILES string: COCCOc1cnn(-c2cc(Oc3ccc(C)cc3)ncn2)c(=O)c1Cl
* net charge: 0


[3]
One molecule with the formula C18H17FN2O3 in a non-equilibrium geometry. Source: OMol25; level of theory: ωB97M-V/def2-TZVPD.

```
41
Properties=species:S:1:pos:R:3:lowdin_charge:R:1
C -6.2708 -0.0046 0.1761 -0.0841
O -4.9582 0.4668 -0.0068 -0.0936
C -3.9498 -0.4432 -0.1505 -0.2277
C -4.1296 -1.8211 -0.1356 -0.0252
C -3.0449 -2.6689 -0.2884 -0.0870
C -1.7740 -2.1563 -0.4609 -0.0872
C -1.5922 -0.7840 -0.4774 -0.0252
C -2.6606 0.0824 -0.3214 -0.1229
C -2.4482 1.5761 -0.3320 -0.0981
N -1.2375 1.9516 0.3621 0.0817
C -0.1351 2.3741 -0.2731 -0.4594
O -0.0664 2.6371 -1.4552 0.0727
C 1.0853 2.5284 0.6580 -0.1799
C 2.3736 2.1134 -0.0572 -0.0355
C 2.6589 0.8177 0.6622 -0.2118
C 3.6956 -0.1376 0.3220 -0.0980
C 3.7223 -1.3865 0.9520 -0.0168
C 4.6887 -2.3213 0.6440 -0.0799
C 5.6595 -2.0365 -0.3053 -0.0754
C 5.6607 -0.8085 -0.9412 -0.0081
C 4.6875 0.1209 -0.6246 -0.2111
F 4.7319 1.3125 -1.2572 0.0706
N 1.8712 0.6149 1.6475 0.1253
O 0.9696 1.6282 1.7776 -0.0927
H -6.8909 0.8857 0.2705 0.0940
H -6.3608 -0.6055 1.0869 0.0965
H -6.6112 -0.5910 -0.6832 0.0965
H -5.1119 -2.2466 -0.0046 0.1004
H -3.2038 -3.7369 -0.2730 0.1029
H -0.9289 -2.8161 -0.5829 0.1005
H -0.6021 -0.3758 -0.6180 0.1130
H -2.3413 1.9355 -1.3608 0.1366
H -3.3062 2.0717 0.1286 0.1254
H -1.1413 1.6631 1.3260 0.1487
H 1.1031 3.5494 1.0496 0.1607
H 2.1992 1.9796 -1.1264 0.1251
H 3.1908 2.8241 0.0726 0.1292
H 2.9601 -1.5921 1.6863 0.1122
H 4.6877 -3.2780 1.1432 0.1035
H 6.4151 -2.7670 -0.5497 0.1055
H 6.4047 -0.5556 -1.6802 0.1186
```

* energy relative to the best compared isomer or geometry (same formula, charge and spin): 49.4 kcal per mole
* SMILES string: COc1ccccc1CNC(=O)[C@@H]1CC(c2ccccc2F)=NO1
* net charge: 0


[4]
C18H17FeN as an isolated structure in a non-equilibrium geometry. Source: OMol25; level of theory: ωB97M-V/def2-TZVPD.

```
37
Properties=species:S:1:pos:R:3:lowdin_charge:R:1
C 0.7672 0.1170 -2.1401 -0.2072
C 1.5330 -0.9886 -1.6268 -0.2544
C 2.1359 -0.5791 -0.3747 -0.2046
C 1.7394 0.7838 -0.1230 -0.1851
C 0.9011 1.2232 -1.2211 -0.2136
Fe 0.1227 -0.4426 -0.3323 0.3296
C -0.1113 -2.5101 0.2454 -0.1561
C -0.9833 -2.0600 -0.7270 -0.3441
C -2.0296 -2.1158 -1.5478 -0.0725
N -1.1947 0.4544 0.4427 -0.0775
H 2.8209 -1.1559 0.2291 0.0830
H 1.6776 -1.9473 -2.1277 0.0942
H 2.1086 1.4019 0.6941 0.0972
H 0.4822 2.2231 -1.3411 0.0844
H 0.2048 0.1394 -3.0765 0.0890
H 0.7802 -3.1155 0.0058 0.0394
H -1.9607 0.9175 -0.0439 0.0681
H -0.4514 -2.6433 1.2768 0.0254
H -2.5082 -3.0579 -1.8536 0.0142
H -2.4324 -1.1787 -1.9578 0.0287
C -0.7201 4.4671 3.4490 -0.2045
C -0.2178 4.2018 2.1631 -0.1798
C -0.3466 2.9097 1.6526 -0.0991
C -0.9529 1.8738 2.3892 -0.1244
C -1.2901 0.5867 1.8105 -0.3231
C -1.7186 -0.4711 2.6140 -0.0921
C -1.8922 -0.2680 3.9883 -0.1798
C -1.7404 0.9977 4.5528 -0.1259
C -1.3141 2.1090 3.7648 -0.2117
C -1.2161 3.4433 4.2451 -0.1405
H -0.6493 5.4840 3.8372 0.0575
H 0.2304 4.9964 1.5667 0.0631
H 0.0262 2.7432 0.6434 0.0521
H -1.9613 -1.4160 2.1285 0.0759
H -2.1955 -1.1274 4.5864 0.0595
H -2.0219 1.1446 5.5994 0.0689
H -1.5026 3.6431 5.2806 0.0656
```

* net charge: -2
* spin multiplicity: 5


[5]
C18H17LaN as an isolated structure in a non-equilibrium geometry. Source: OMol25; level of theory: ωB97M-V/def2-TZVPD.

```
37
Properties=species:S:1:pos:R:3:lowdin_charge:R:1
C 0.0997 -1.5737 -2.0242 -0.2613
C -1.1899 -1.5430 -1.4225 -0.2754
C -1.1390 -2.3207 -0.2324 -0.2846
C 0.1884 -2.8218 -0.0897 -0.2847
C 0.9479 -2.3778 -1.2131 -0.2626
La 0.4246 -0.2246 0.3607 1.5573
C -1.6346 2.7406 -1.3931 -0.0161
C -0.7508 3.0668 -2.5363 -0.0842
C 0.3975 2.9268 -3.2601 -0.0511
N 2.5583 0.7660 0.4273 -0.6077
H -1.9821 -2.4822 0.4668 0.1027
H -2.0845 -1.0409 -1.8358 0.0967
H 0.5659 -3.4259 0.7569 0.1045
H 2.0018 -2.6333 -1.4350 0.1012
H 0.3779 -1.0751 -2.9706 0.0994
H -2.4963 2.1831 -1.6527 0.0006
H 3.0539 1.4246 -0.3379 -0.2369
H -1.5108 2.1996 -0.3627 0.0620
H 0.4782 3.2361 -4.3494 0.0519
H 1.4224 2.7035 -2.9708 0.0465
C 1.1689 -0.2870 6.0148 -0.1070
C 1.8108 -0.3664 4.7614 -0.0966
C 1.0893 -0.1723 3.5923 -0.0812
C -0.3122 0.1036 3.6288 -0.2335
C -1.0906 0.2942 2.4595 -0.2649
C -2.4398 0.5265 2.5113 -0.1836
C -3.0986 0.5735 3.7833 -0.1123
C -2.3767 0.4096 4.9529 -0.0766
C -0.9741 0.1699 4.9204 -0.1869
C -0.1963 -0.0200 6.0882 -0.0621
H 1.7499 -0.4357 6.9253 0.0887
H 2.8818 -0.5779 4.7079 0.0999
H 1.6339 -0.1849 2.6235 0.0163
H -3.0223 0.6691 1.5963 0.0642
H -4.1778 0.7396 3.8271 0.0833
H -2.8631 0.4573 5.9340 0.0964
H -0.6961 0.0467 7.0579 0.0974
```

* net charge: -1


Number 1: electronic energy -355497.7062 eV. Number 2: electronic energy -45598.7094 eV. Number 3: electronic energy -30780.9292 eV. Number 4: electronic energy -54812.0147 eV. Number 5: electronic energy -21284.2411 eV.